{"formula": "C6H6O2", "method": "ωB97M-V/def2-TZVPD", "relative_energy_ev": 5.3691, "smiles": "CC1=C[C@@H]2O[C@@H]2C1=O", "symbols": ["C", "C", "C", "C", "O", "C", "C", "O", "H", "H", "H", "H", "H", "H"], "coordinates": [[-1.9559, -0.4120, 0.2507], [-0.5636, -0.2607, -0.0506], [0.3469, -1.2267, -0.0879], [1.7719, -0.3041, -0.1921], [1.6914, 0.5898, 1.0717], [1.4454, 1.1051, -0.3136], [-0.1035, 1.3171, -0.2449], [-0.8567, 2.2469, 0.0986], [-2.3713, -0.4919, 1.4349], [-2.2427, -1.5122, -0.4446], [-2.5125, 0.6731, -0.1318], [0.4637, -2.3927, 0.0464], [2.7905, -0.8986, -0.4138], [2.0965, 1.5669, -1.0232]]}

{"formula": "C6H6O2", "method": "ωB97M-V/def2-TZVPD", "relative_energy_ev": 4.4592, "symbols": ["C", "C", "C", "C", "C", "C", "H", "H", "H", "H", "H", "H", "O", "O"], "coordinates": [[-0.9826, -1.2414, 0.4079], [0.5074, -1.1044, 0.2256], [-0.7417, 0.0615, 1.0954], [-0.5134, 0.7198, -0.1885], [0.9098, 1.2727, -0.4451], [0.4650, -0.0776, -0.7624], [1.3354, -1.9369, 0.3372], [-1.5740, 0.3100, 1.7454], [-1.1061, 1.3308, -0.8334], [1.8651, 1.5003, 0.1956], [0.8569, 2.0133, -1.4152], [0.1894, -0.4241, -1.7899], [-1.7720, -1.9938, -0.0718], [0.5607, -0.4302, 1.4992]]}

{"formula": "C6H6O2S", "method": "ωB97M-V/def2-TZVPD", "relative_energy_ev": 3.5645, "symbols": ["C", "C", "C", "C", "C", "C", "O", "O", "S", "H", "H", "H", "H", "H", "H"], "coordinates": [[2.4671, 0.6547, -0.1540], [1.1779, 0.8926, -0.7474], [2.4779, -0.2612, 0.7940], [0.1726, 0.1955, -0.2181], [-3.4864, -0.4047, 1.0659], [-2.7534, 0.6681, 0.9806], [0.5100, -2.3237, 0.6032], [-2.2823, 1.7351, 0.7826], [0.7577, -0.9247, 1.1000], [3.3877, 1.0628, -0.4285], [1.2202, 1.7023, -1.4172], [3.2380, -0.6324, 1.4382], [-3.1533, -1.1545, 1.6166], [-4.4910, -0.5486, 0.6312], [-0.7977, 0.3077, -0.4766]]}

Number 1: E -10408.0403 eV, frontier orbital gap 9.49 eV. Number 2: E -10408.9502 eV, frontier orbital gap 10.26 eV. Number 3: E -21245.1941 eV, frontier orbital gap 8.91 eV.